# 1
C5H7CoLiO5 | wB97M-V/def2-TZVPD

Cartesian coordinates (Å):
O (-1.69, -1.62, 1.28)
C (-2.55, -0.82, 0.97)
C (-2.21, 0.49, 0.31)
O (-0.86, 0.78, 0.63)
Li (0.16, -1.00, 1.22)
H (-3.61, -1.10, 0.93)
H (-2.84, 1.29, 0.73)
H (-2.50, 0.44, -0.75)
H (2.19, -2.65, -0.11)
C (2.12, -1.59, -0.40)
C (1.99, -1.26, -1.72)
Co (2.65, 0.97, 1.07)
O (1.91, -0.76, 0.61)
H (1.95, -2.06, -2.46)
H (2.32, -0.29, -2.11)
O (-0.45, 1.93, -1.23)
C (-0.29, 1.80, -0.04)
O (0.70, 2.30, 0.72)
H (1.02, 3.13, 0.34)

Computed properties:
Highest occupied orbital energy (spin up / spin down) = -15.43 / -18.58 eV
Strongest force on any atom = 4.311 eV/Å
Charge = +2
2S+1 = 6

***

# 2
C5H7F | wB97M-V/def2-TZVPD

Cartesian coordinates (Å):
C (-1.52, 1.48, -0.19)
C (-1.24, 0.37, 0.56)
C (2.29, -1.21, 1.22)
C (-0.22, -0.35, 0.08)
C (0.01, -0.72, -1.33)
F (3.16, -0.18, 1.27)
H (-1.68, 2.41, 0.33)
H (-1.10, 1.63, -1.19)
H (-1.74, 0.38, 1.63)
H (1.83, -1.00, 2.26)
H (-0.11, -1.73, -0.95)
H (-0.66, -0.53, -2.09)
H (0.98, -0.54, -1.61)

Computed properties:
Highest occupied orbital energy (spin up / spin down) = -8.08 / -8.08 eV
Strongest force on any atom = 4.770 eV/Å
2S+1 = 1

***

# 3
C5H7F | wB97M-V/def2-TZVPD

Cartesian coordinates (Å):
C (0.85, -0.82, -1.12)
C (0.69, -0.17, 1.03)
C (0.82, 1.11, 1.33)
C (-0.04, -0.37, -0.22)
C (-1.50, 0.00, -0.65)
F (0.96, 1.45, 2.58)
H (1.85, -1.13, -0.72)
H (0.75, -1.20, -2.24)
H (0.82, -0.95, 1.79)
H (0.62, 1.97, 0.57)
H (-1.89, -0.62, -1.46)
H (-1.75, 1.03, -1.06)
H (-2.20, -0.32, 0.17)

Computed properties:
Highest occupied orbital energy = -9.20 eV
Strongest force on any atom = 4.019 eV/Å
2S+1 = 1
SMILES string = C=C(C)/C=C/F

***

# 4
C5H7F3IN | wB97M-V/def2-TZVPD

Cartesian coordinates (Å):
C (1.53, 0.78, -0.06)
C (2.11, 0.55, 1.32)
C (-0.98, -1.47, -0.81)
C (-0.90, 0.86, 0.00)
C (-1.51, -0.42, 0.13)
N (1.85, 0.65, -1.24)
F (-1.03, 1.44, -1.25)
F (-1.22, 1.85, 0.82)
F (-1.26, -0.93, 1.40)
I (-3.97, -0.35, 0.02)
H (3.08, 0.02, 1.06)
H (1.44, -0.07, 1.95)
H (2.39, 1.52, 1.90)
H (0.06, -1.66, -0.79)
H (-1.57, -2.36, -0.72)
H (-1.05, -1.06, -1.81)
H (1.06, 0.65, -1.93)

Computed properties:
Highest occupied orbital energy (spin up / spin down) = -8.34 / -8.34 eV
Strongest force on any atom = 4.617 eV/Å
2S+1 = 1

***

# 5
C5H7F3N3 | wB97M-V/def2-TZVPD

Cartesian coordinates (Å):
C (1.07, 0.40, 0.95)
C (-0.59, -0.32, -0.04)
C (2.09, 1.06, 1.84)
C (0.27, -0.75, -2.32)
C (-3.33, -0.40, 0.56)
N (-0.22, 0.17, 1.12)
N (1.43, 0.04, -0.35)
N (0.37, -0.40, -0.95)
F (-3.74, 0.54, -0.28)
F (-3.75, -1.58, 0.27)
F (-3.45, -0.04, 1.78)
H (2.59, 1.82, 1.29)
H (1.55, 1.55, 2.76)
H (2.80, 0.34, 2.17)
H (0.69, -1.81, -2.62)
H (-0.83, -0.74, -2.38)
H (0.75, 0.01, -3.04)
H (2.32, 0.08, -0.74)

Computed properties:
Highest occupied orbital energy (spin up / spin down) = -11.92 / -15.53 eV
Strongest force on any atom = 4.468 eV/Å
Charge = +1
2S+1 = 3

***

# 6
C5H7FN2 | wB97M-V/def2-TZVPD

Cartesian coordinates (Å):
C (-1.61, -0.15, -1.42)
C (-0.57, 1.91, -0.48)
C (0.45, 0.83, -0.29)
C (0.23, -0.05, 0.91)
C (0.46, -1.45, 0.45)
H (-2.36, -0.12, -0.60)
H (-2.16, 0.00, -2.40)
H (-1.13, -1.16, -1.47)
H (-0.28, 2.88, -0.89)
H (-1.28, 1.93, 0.37)
H (1.50, 0.98, -0.53)
H (-0.76, 0.03, 1.39)
N (-0.51, 0.78, -1.33)
N (0.75, -2.54, 0.21)
F (1.23, 0.13, 1.87)

Computed properties:
Highest occupied orbital energy = -9.71 eV
Strongest force on any atom = 1.880 eV/Å
2S+1 = 1
SMILES string = CN1C[C@H]1[C@H](F)C#N

***

# 7
C5H7FN2 | wB97M-V/def2-TZVPD

Cartesian coordinates (Å):
C (-1.50, -0.80, -0.68)
C (0.37, -0.74, 1.01)
C (1.44, 0.28, 0.65)
C (0.64, 0.55, -0.64)
C (-0.19, 1.77, -0.54)
H (-1.68, -0.69, -1.72)
H (-2.10, -0.03, -0.12)
H (-1.85, -1.76, -0.39)
H (0.70, -1.71, 1.38)
H (-0.39, -0.33, 1.74)
H (1.63, 1.13, 1.34)
H (1.21, 0.59, -1.58)
N (-0.09, -0.70, -0.39)
N (-0.85, 2.71, -0.44)
F (2.66, -0.29, 0.37)

Computed properties:
Highest occupied orbital energy = -9.53 eV
Strongest force on any atom = 1.613 eV/Å
2S+1 = 1
SMILES string = CN1C[C@@H](F)[C@@H]1C#N

***

# 8
C5H7FS2 | wB97M-V/def2-TZVPD

Cartesian coordinates (Å):
C (-1.41, -2.01, 1.71)
C (-0.20, -1.43, 1.15)
C (0.57, 0.55, -0.61)
C (0.44, 1.60, -1.69)
C (1.26, 2.69, -1.97)
H (-1.09, -2.95, 2.35)
H (-1.94, -1.23, 2.44)
H (-2.25, -2.07, 0.82)
H (0.42, -0.96, 1.97)
H (0.42, -2.15, 0.53)
H (-0.45, 1.13, -2.44)
H (2.24, 3.49, -1.14)
F (0.76, 3.34, -3.19)
S (-0.88, -0.32, -0.01)
S (2.11, 0.30, 0.07)

Computed properties:
Highest occupied orbital energy = -8.64 eV
Strongest force on any atom = 5.457 eV/Å
2S+1 = 1

***

# 9
C5H7FeO4 | wB97M-V/def2-TZVPD

Cartesian coordinates (Å):
O (1.24, 0.99, -1.09)
Fe (-0.59, 1.09, -0.70)
C (2.33, 1.53, -0.67)
C (3.08, 0.71, 0.31)
H (3.23, -0.26, -0.19)
H (2.91, 2.05, -1.45)
H (2.60, 1.66, 0.97)
H (4.12, 1.05, 0.40)
C (1.48, -0.79, 1.29)
C (0.47, -0.86, 0.39)
O (-0.11, -1.91, -0.22)
C (-1.19, -1.65, -0.97)
O (-1.58, -0.51, -1.20)
O (-1.73, -2.74, -1.38)
H (1.44, -0.01, 2.06)
H (2.12, -1.68, 1.38)
H (-2.41, -2.57, -2.05)

Computed properties:
Highest occupied orbital energy (spin up / spin down) = -17.41 / -17.04 eV
Strongest force on any atom = 6.201 eV/Å
Charge = +2
2S+1 = 6

***

# 10
C5H7HgO | wB97M-V/def2-TZVPD

Cartesian coordinates (Å):
C (2.75, -0.88, -0.94)
C (2.77, 0.45, -0.67)
H (3.52, -1.36, -1.56)
H (1.97, -1.59, -0.59)
H (1.84, 0.72, -0.12)
C (4.87, 2.72, -1.64)
C (4.13, 3.66, -2.26)
H (5.32, 1.90, -2.21)
H (5.14, 2.82, -0.59)
H (3.70, 4.51, -1.72)
C (3.85, 3.56, -3.69)
O (3.38, 4.46, -4.36)
H (4.08, 2.57, -4.15)
Hg (2.95, 4.56, -6.66)

Computed properties:
Highest occupied orbital energy (spin up / spin down) = 2.64 / 1.31 eV
Strongest force on any atom = 5.387 eV/Å
Charge = -2
2S+1 = 2

***

# 11
C5H7HgO4 | wB97M-V/def2-TZVPD

Cartesian coordinates (Å):
O (1.67, 3.64, -1.29)
C (1.80, 2.53, -0.76)
O (0.51, 1.76, -0.97)
O (2.70, 1.94, -0.21)
Hg (-0.48, 3.57, -1.92)
C (-0.87, -0.07, -0.87)
C (0.45, 0.48, -0.69)
H (-1.69, 0.64, -1.03)
H (-0.80, -0.93, -1.55)
O (-0.30, -2.45, 2.16)
C (-0.26, -2.01, 0.82)
C (-0.69, -0.55, 0.77)
H (-0.01, -3.36, 2.21)
H (-0.94, -2.62, 0.20)
H (0.76, -2.12, 0.39)
H (-0.15, 0.01, 1.56)
H (-1.70, -0.47, 1.19)

Computed properties:
Highest occupied orbital energy (spin up / spin down) = -8.52 / -8.53 eV
Strongest force on any atom = 3.344 eV/Å
2S+1 = 2

***

# 12
C5H7I | wB97M-V/def2-TZVPD

Cartesian coordinates (Å):
C (0.01, -0.79, -1.09)
C (-0.14, -0.85, 1.11)
C (0.61, -0.02, 0.03)
C (-1.12, -1.08, -0.04)
C (0.74, 1.48, 0.02)
I (-2.76, 0.35, -0.05)
H (-0.20, -0.42, -2.05)
H (0.36, -1.81, -1.36)
H (0.33, -1.79, 1.13)
H (-0.42, -0.57, 2.18)
H (-0.20, 1.98, -0.22)
H (1.55, 1.85, -0.66)
H (1.24, 1.65, 1.00)

Computed properties:
Highest occupied orbital energy (spin up / spin down) = -7.97 / -7.85 eV
Strongest force on any atom = 3.299 eV/Å
2S+1 = 1

***

# 13
C5H7IN | wB97M-V/def2-TZVPD

Cartesian coordinates (Å):
C (-1.23, 1.36, -1.31)
C (0.06, 1.50, -1.35)
C (0.83, 1.34, -0.14)
C (-0.21, 0.68, 0.68)
C (-1.38, 0.66, 0.04)
N (0.82, -2.28, 0.50)
I (-3.10, -0.38, 0.58)
H (-2.03, 1.55, -2.02)
H (1.71, 0.66, -0.46)
H (1.23, 2.26, 0.33)
H (-0.09, 0.02, 1.53)
H (1.48, -1.67, 1.04)
H (1.20, -2.55, -0.42)
H (0.71, -3.18, 1.01)

Computed properties:
Highest occupied orbital energy (spin up / spin down) = -13.59 / -13.59 eV
Strongest force on any atom = 4.211 eV/Å
Charge = +1
2S+1 = 1

***

# 14
C5H7IN2 | wB97M-V/def2-TZVPD

Cartesian coordinates (Å):
C (-0.52, -0.27, -0.13)
C (-0.36, -1.63, 0.10)
C (-1.55, 0.60, -0.20)
C (1.09, -2.17, 0.24)
C (-1.28, 2.06, -0.43)
N (-1.41, -2.32, -0.01)
N (-2.40, -2.78, -0.38)
I (-3.61, 0.12, 0.09)
H (0.44, 0.21, -0.14)
H (1.17, -2.97, 1.09)
H (1.82, -1.38, 0.33)
H (1.25, -2.64, -0.73)
H (-1.84, 2.34, -1.20)
H (-0.30, 2.25, -0.70)
H (-1.46, 2.73, 0.37)

Computed properties:
Highest occupied orbital energy (spin up / spin down) = -5.75 / -9.43 eV
Strongest force on any atom = 5.017 eV/Å
2S+1 = 3

***

# 15
C5H7N | wB97M-V/def2-TZVPD

Cartesian coordinates (Å):
C (-0.91, -0.44, 1.14)
C (0.05, -1.06, 0.21)
C (-0.99, -0.19, -0.43)
C (0.29, 0.65, -1.22)
N (0.48, 1.30, 0.04)
C (1.10, -0.02, -0.19)
H (-1.69, -1.13, 1.49)
H (-0.59, 0.26, 1.93)
H (0.14, -2.12, -0.01)
H (-1.94, -0.33, -0.90)
H (0.81, 1.06, -2.13)
H (1.07, 2.09, 0.14)
H (2.18, -0.08, -0.08)

Computed properties:
Highest occupied orbital energy = -8.18 eV
Strongest force on any atom = 1.975 eV/Å
2S+1 = 1
SMILES string = C1[C@@H]2[C@H]1[C@@H]1N[C@H]21

***

# 16
C5H7N | wB97M-V/def2-TZVPD

Cartesian coordinates (Å):
C (-0.37, 0.72, 1.53)
C (0.49, 0.60, 0.30)
C (1.20, -0.56, 0.05)
C (0.63, -1.17, -1.09)
C (-0.34, -0.32, -1.58)
N (-0.33, 0.79, -0.79)
H (-0.84, 1.70, 1.71)
H (-1.17, 0.01, 1.28)
H (0.08, 0.34, 2.45)
H (1.93, -0.99, 0.73)
H (0.87, -2.16, -1.49)
H (-1.08, -0.44, -2.35)
H (-1.06, 1.48, -0.74)

Computed properties:
Highest occupied orbital energy = -7.89 eV
Strongest force on any atom = 0.686 eV/Å
2S+1 = 1
SMILES string = Cc1ccc[nH]1

***

# 17
C5H7N | wB97M-V/def2-TZVPD

Cartesian coordinates (Å):
C (-0.52, 1.26, -0.77)
C (0.22, 0.63, 0.37)
C (-0.33, -0.44, 1.25)
C (0.77, -0.77, 0.24)
C (0.44, -1.63, -0.86)
N (0.17, -2.34, -1.74)
H (0.20, 1.74, -1.43)
H (-1.23, 2.00, -0.39)
H (-1.05, 0.49, -1.34)
H (0.96, 1.25, 0.87)
H (-1.33, -0.79, 0.98)
H (-0.13, -0.45, 2.32)
H (1.82, -0.79, 0.50)

Computed properties:
Highest occupied orbital energy = -10.52 eV
Strongest force on any atom = 1.055 eV/Å
2S+1 = 1
SMILES string = C[C@H]1C[C@H]1C#N

***

For the records above, the corresponding DFT total energy values read -1960.4820; -294.2604; -294.4754; -846.6285; -658.1314; -404.0144; -404.0432; -1090.7700; -1758.4477; -423.1462; -648.9245; -492.2467; -546.7115; -601.7388; -249.2626; -249.4261; -249.4339 a.u..